[1]
Computed, not measured: a structure of composition C51H47N10PSeV, with ωB97M-V with the def2-TZVPD basis set.

Output
LUMO level (spin up / spin down) ... -0.322 / -0.292 eV
Orbital gap (spin up / spin down) ... 4.80 / 4.85 eV
Spin multiplicity ... 2
Highest occupied orbital energy (spin up / spin down) ... -0.1884 / -0.1890 Eh

CARTESIAN COORDINATES (ANGSTROEM)
Se: 2.5894 -5.4092 -4.4598
V: -0.7009 -0.4998 0.3340
P: 3.2499 0.6638 -1.0266
N: -1.6213 -2.3639 0.2846
N: 2.6710 -5.2521 -2.6809
N: -0.4488 1.3320 1.0528
N: 1.0663 -1.8959 0.4423
N: -2.4135 0.4650 -0.2534
N: -0.0209 -0.5683 -1.5222
N: -0.8653 -0.9757 2.2918
N: 1.2237 2.8826 -1.2327
N: 3.2725 2.0999 -1.9769
N: 1.6865 -3.8813 -4.6600
C: 0.6888 -1.6996 -1.8765
C: 0.9631 0.5901 2.9243
C: -0.3117 -0.1419 3.3550
C: -2.3522 -4.8876 3.9651
C: 4.9511 -2.6292 -2.7754
C: -3.7227 2.4768 0.0006
C: -0.2340 -0.0759 -3.8687
C: -4.5901 -0.6464 -0.9322
C: 3.8796 -0.5159 -2.2916
C: 4.5095 -1.6859 -1.8625
C: 0.3456 -1.3134 -4.2318
C: -1.5497 2.0327 1.2574
C: 7.1993 1.2757 0.0621
C: -1.8758 -2.4265 3.9116
C: 1.2412 -2.4291 -0.8045
C: -3.7430 -3.0887 -0.7707
C: 2.4557 -4.3105 0.0895
C: 4.7589 -2.4239 -4.1366
C: 1.4205 5.1229 -2.8540
C: -2.2895 -3.6177 4.4949
C: 6.0656 1.0359 -0.6951
C: 4.1087 -1.2801 -4.5712
C: 2.0641 -4.1410 -2.3662
C: -2.6458 1.6326 0.3286
C: -1.4316 -2.1309 2.6096
C: 2.4319 4.1912 -2.8333
C: -3.2807 0.0270 -1.3412
C: 2.2716 -3.7627 1.3596
C: -1.6855 3.0027 2.2790
C: 5.8761 1.2196 2.0661
C: 1.5150 -3.3755 -3.4708
C: 0.8228 -2.1093 -3.2242
C: -4.4338 -1.9048 -0.0824
C: 2.2869 3.0662 -2.0042
C: -2.6735 3.9345 2.5194
C: -1.9030 -4.4006 1.5428
C: 4.7401 0.9821 1.3010
C: -3.7937 4.2628 1.7673
C: -0.3933 0.2489 -2.5533
C: 3.6685 -0.3327 -3.6546
C: 1.5705 -2.5787 1.4744
C: -1.6955 -2.9974 1.4329
C: 0.2937 4.9321 -2.0570
C: 4.8189 0.8914 -0.0847
C: 0.7615 1.6212 1.7946
C: -4.2042 3.6238 0.6132
C: 0.2564 3.7991 -1.2684
C: -2.2093 -2.9871 -0.8908
C: -2.1265 -5.2123 2.6280
C: 1.9359 -3.6484 -0.9977
C: 7.1052 1.3696 1.4465
H: -1.9066 -1.5690 4.5714
H: -5.1170 -0.9015 -1.8582
H: 4.1170 2.3329 -2.4796
H: -0.5738 0.6208 -4.6231
H: 1.5050 5.9976 -3.4865
H: 8.1605 1.3839 -0.4240
H: 3.1463 0.5497 -4.0036
H: -3.9843 -3.9888 -0.2005
H: 1.5805 1.5540 1.0782
H: 3.3217 4.3123 -3.4378
H: 6.1549 0.9368 -1.7716
H: -4.3050 2.1617 -0.8536
H: 5.4403 -3.5295 -2.4258
H: -2.7064 -0.6642 -1.9535
H: -5.4287 -2.2287 0.2314
H: -2.6170 -5.6958 4.6340
H: 1.3923 -2.1583 2.4550
H: -2.5224 4.5290 3.4148
H: -5.0743 4.0545 0.1281
H: -1.7957 -3.9835 -1.0877
H: -2.1807 -6.2702 2.3913
H: 2.6494 -4.2497 2.2468
H: -0.0662 -0.7652 4.2203
H: 0.4467 -1.6204 -5.2625
H: -0.5920 3.6109 -0.6176
H: 1.3792 1.0839 3.8061
H: 5.7975 1.2904 3.1433
H: -0.8860 3.0104 3.0062
H: 7.9928 1.5535 2.0380
H: -4.1549 -3.2310 -1.7748
H: 1.6930 -0.1523 2.5987
H: 3.7799 0.8618 1.7890
H: -1.0583 0.5894 3.6919
H: -5.2178 0.0678 -0.3924
H: -2.5730 -3.5303 5.5391
H: -0.8514 1.1823 -2.2570
H: 3.9304 -1.1270 -5.6280
H: -4.3939 5.0949 2.1120
H: 2.9857 -5.2423 -0.0586
H: -1.8311 -4.9265 0.5993
H: 0.7661 2.6415 2.1791
H: 5.1029 -3.1602 -4.8519
H: 4.6630 -1.8567 -0.8018
H: -3.5014 0.8722 -2.0020
H: -0.5223 5.6395 -2.0464
H: -3.8915 -1.6482 0.8309
H: -1.9263 -2.3887 -1.7545

Forces on atoms 1 to 3 (eV/Å):
0.0 0.1 0.1
0.6 -0.1 -0.5
0.2 0.0 -0.1

[2]
Computed, not measured: a cluster of 2 separate species, C6H14N2O2 in total at a distorted geometry, with ωB97M-V with the def2-TZVPD basis set.

Output
LUMO level ... 0.863 eV
Structure (SMILES) ... CNC(C)=O.CNC(C)=O
Orbital gap ... 10.33 eV
Energy relative to the best compared isomer or geometry (same formula, charge and spin) ... 12.9 kcal/mol
Highest occupied orbital energy ... -0.3481 Eh

CARTESIAN COORDINATES (ANGSTROEM)
O: 1.5284 -1.1214 -1.6418
O: -1.4064 0.8740 1.0701
N: 0.8127 1.0020 -1.8807
N: -0.1540 -0.4440 2.3462
C: -1.2590 -0.2075 1.6261
C: -0.8112 -0.8048 -1.9545
C: 0.6097 -0.3379 -1.8165
C: 0.9204 0.5018 2.3664
C: 2.1292 1.5823 -1.9715
C: -2.2938 -1.3072 1.5472
H: 0.5830 1.4312 2.8477
H: 0.0593 -1.3810 2.6035
H: 2.6875 1.2774 -2.8553
H: 2.7654 1.2519 -1.1425
H: -3.2438 -0.7805 1.5859
H: 0.0187 1.5792 -2.0927
H: -0.9394 -1.2169 -2.9493
H: 1.1640 0.8276 1.3518
H: -2.2094 -1.7438 0.5676
H: -0.9594 -1.6735 -1.3096
H: 2.0135 2.6569 -1.8672
H: 1.7662 0.1528 2.9485
H: -2.1757 -2.0102 2.3664
H: -1.6058 -0.1086 -1.7459

Forces on atoms 1 to 3 (eV/Å):
0.0 0.0 -0.1
-0.3 -0.2 -0.1
-0.3 -0.2 -0.3